# 1
The following is a DFT calculation (ωB97M-V with the def2-TZVPD basis set) of a 2-piece molecular cluster, C4H9N2O overall at a distorted geometry.

The geometry in XYZ format:
```
16
Properties=species:S:1:pos:R:3
C 1.86 -0.57 -0.79
C 2.08 -0.65 0.68
C -2.73 -0.10 -0.23
C 0.50 1.34 0.17
N 1.28 0.36 0.14
N -1.46 -0.03 0.38
O -0.94 -1.09 0.59
H 2.60 -0.17 -1.32
H 1.23 -1.36 -1.38
H 1.65 -1.40 1.34
H 3.03 -0.17 0.91
H -3.39 -1.06 -0.40
H -2.60 0.59 -1.03
H -3.33 0.53 0.43
H 0.17 1.99 -0.63
H 0.04 1.78 1.13
```

Calculated values
maximum force = 4.19 eV Å⁻¹
total charge = +1
energy above the lowest of the compared OMol25 structures with the same formula, charge and spin = 156.4 kcal per mole
spin multiplicity = 1
energy = -9309.2356 eV
HOMO level = -13.872 eV

Results of the Löwdin charge analysis, in e, for atoms 1 through 8: number 1, C, carries -0.003; number 2, C, carries -0.019; number 3, C, carries -0.063; number 4, C, carries 0.117; number 5, N, carries -0.111; number 6, N, carries -0.122; number 7, O, carries 0.040; number 8, H, carries 0.081

# 2
The following is a DFT calculation (ωB97M-V with the def2-TZVPD basis set) of an isolated ion of composition C4H9NO2 and charge -2 at a distorted geometry.

The geometry in XYZ format:
```
16
Properties=species:S:1:pos:R:3
C 0.02 0.31 -0.35
C -0.78 -0.93 -0.68
C -2.33 -0.71 -0.54
O -3.10 -1.87 -0.45
N 1.49 0.49 -0.08
C 2.31 1.04 1.14
O 3.50 0.47 1.21
H -0.36 1.12 -1.10
H -0.38 0.80 0.60
H -0.53 -1.67 0.10
H -0.58 -1.38 -1.69
H -2.73 0.03 -1.40
H -2.28 0.00 0.30
H 2.02 -0.46 -0.27
H 2.11 2.19 1.14
H 1.62 0.58 2.06
```

Calculated values
structure (SMILES) = [O-]CCCNC[O-]
maximum force = 4.74 eV Å⁻¹
total charge = -2
energy above the lowest of the compared OMol25 structures with the same formula, charge and spin = 34.1 kcal per mole
spin multiplicity = 1
energy = -9873.8702 eV
HOMO level = 0.397 eV

Results of the Löwdin charge analysis, in e, for atoms 1 through 8: number 1, C, carries -0.329; number 2, C, carries -0.264; number 3, C, carries -0.556; number 4, O, carries -0.456; number 5, N, carries -0.134; number 6, C, carries -0.627; number 7, O, carries -0.374; number 8, H, carries 0.095

# 3
The following is a DFT calculation (ωB97M-V with the def2-TZVPD basis set) of C49H44AsBr2IrN6O2P as an isolated structure at a distorted geometry.

The geometry in XYZ format:
```
106
Properties=species:S:1:pos:R:3
Ir 1.98 0.88 -0.89
C 0.15 3.36 -2.63
C 1.48 3.80 -2.10
C 1.78 5.16 -1.98
C 3.04 5.56 -1.61
C 4.05 4.60 -1.42
C 5.40 4.89 -1.11
Br 5.94 6.67 -0.83
C 6.33 3.88 -0.98
C 5.95 2.56 -1.10
Br 7.18 1.16 -0.87
C 4.60 2.18 -1.32
O 4.20 0.96 -1.30
C 3.67 3.25 -1.53
N 2.40 2.87 -1.82
H -0.62 4.10 -2.45
H -0.13 2.40 -2.21
H 0.25 3.23 -3.72
H 1.01 5.89 -2.18
H 3.28 6.61 -1.50
H 7.36 4.12 -0.79
C 2.89 0.51 2.28
C 2.64 1.37 1.08
O 2.83 2.53 1.04
H 3.67 0.97 2.87
H 3.15 -0.51 2.01
H 1.97 0.50 2.87
C -2.08 0.86 -0.99
C -3.13 0.22 -0.11
As -4.97 0.98 -0.29
C -5.64 0.32 1.41
C -6.62 1.07 2.06
C -7.09 0.69 3.31
C -6.61 -0.47 3.90
C -5.65 -1.24 3.25
C -5.18 -0.85 2.00
C -4.54 2.83 0.20
C -3.91 3.14 1.40
C -3.61 4.45 1.71
C -3.93 5.47 0.83
C -4.55 5.17 -0.38
C -4.85 3.85 -0.69
P -0.37 0.43 -0.38
C -0.50 1.17 1.29
C -0.20 2.54 1.35
C -0.30 3.22 2.55
C -0.70 2.54 3.70
C -1.01 1.19 3.64
C -0.91 0.50 2.44
C -0.41 -1.37 -0.17
C -1.10 -2.19 -1.06
C -1.10 -3.56 -0.90
C -0.39 -4.14 0.14
C 0.36 -3.34 1.00
C 0.35 -1.96 0.84
H -2.15 1.95 -0.96
H -2.18 0.54 -2.04
H -2.89 0.38 0.94
H -3.20 -0.85 -0.28
H -7.01 1.96 1.58
H -7.84 1.28 3.81
H -6.99 -0.79 4.86
H -5.27 -2.14 3.71
H -4.45 -1.48 1.50
H -3.66 2.35 2.11
H -3.13 4.69 2.66
H -3.72 6.50 1.08
H -4.80 5.96 -1.07
H -5.34 3.61 -1.63
H 0.13 3.05 0.46
H -0.06 4.27 2.60
H -0.75 3.06 4.65
H -1.32 0.67 4.53
H -1.14 -0.55 2.41
H -1.63 -1.76 -1.91
H -1.67 -4.18 -1.58
H -0.40 -5.21 0.28
H 0.93 -3.79 1.80
H 0.95 -1.34 1.49
C 3.96 -2.03 -0.65
C 2.92 -2.01 -1.70
N 2.08 -1.02 -1.95
C 1.29 -1.39 -3.01
C 1.66 -2.62 -3.41
N 2.69 -3.01 -2.57
C 3.41 -4.27 -2.65
N 3.13 -5.12 -1.53
N 3.97 -5.15 -0.47
N 3.53 -5.98 0.39
C 2.37 -6.55 -0.08
C 1.52 -7.52 0.48
C 0.41 -7.87 -0.26
C 0.15 -7.30 -1.51
C 0.97 -6.35 -2.08
C 2.09 -5.98 -1.33
H 4.10 -1.02 -0.27
H 4.92 -2.37 -1.05
H 3.70 -2.70 0.17
H 0.53 -0.74 -3.41
H 1.29 -3.25 -4.20
H 4.48 -4.08 -2.65
H 3.13 -4.77 -3.58
H 1.75 -7.97 1.43
H -0.27 -8.61 0.13
H -0.73 -7.63 -2.06
H 0.76 -5.93 -3.05
```

Calculated values
expectation value of S² = 0.8511
maximum force = 2.80 eV Å⁻¹
total charge = +2
energy above the lowest of the compared OMol25 structures with the same formula, charge and spin = 23.1 kcal per mole
spin multiplicity = 2
energy = -277599.2631 eV
HOMO level (alpha / beta) = -12.279 / -12.282 eV

Results of the Löwdin charge analysis, in e, for atoms 1 through 8: number 1, Ir, carries 1.285; number 2, C, carries -0.014; number 3, C, carries -0.292; number 4, C, carries 0.021; number 5, C, carries 0.036; number 6, C, carries -0.180; number 7, C, carries -0.602; number 8, Br, carries 0.863

# 4
The following is a DFT calculation (ωB97M-V with the def2-TZVPD basis set) of a 9-piece molecular cluster, C30H50O27 overall at a distorted geometry.

The geometry in XYZ format:
```
107
Properties=species:S:1:pos:R:3
C 18.88 0.82 -10.36
C 18.53 -0.22 -9.27
O 19.67 -1.13 -9.20
C 20.60 -0.71 -9.99
O 21.69 -1.23 -10.24
O 20.25 0.51 -10.58
H 18.86 1.82 -9.92
H 18.35 0.76 -11.30
H 17.60 -0.70 -9.58
H 18.29 0.34 -8.36
C 19.57 -1.66 -5.57
C 20.97 -1.28 -6.05
O 20.85 0.13 -6.26
C 19.63 0.55 -6.02
O 19.31 1.73 -6.13
O 18.82 -0.50 -5.78
H 19.60 -1.92 -4.51
H 18.99 -2.37 -6.16
H 21.25 -1.70 -7.01
H 21.84 -1.49 -5.42
C 17.75 3.28 -15.48
C 19.09 3.64 -14.93
C 19.25 5.13 -14.56
O 19.53 5.07 -13.21
C 19.60 3.85 -12.75
O 20.06 3.58 -11.61
O 19.24 3.02 -13.69
H 17.78 2.19 -15.44
H 17.69 3.61 -16.52
H 16.98 3.80 -14.93
H 19.91 3.46 -15.63
H 18.27 5.60 -14.68
H 20.13 5.59 -15.01
C 24.85 -2.35 -10.44
C 24.55 -1.62 -11.71
C 24.38 -0.14 -11.59
O 25.17 0.36 -12.63
C 25.87 -0.64 -13.17
O 26.71 -0.51 -14.04
O 25.59 -1.73 -12.52
H 25.15 -3.40 -10.48
H 23.92 -2.41 -9.87
H 25.51 -1.76 -9.81
H 23.64 -2.01 -12.16
H 24.63 0.26 -10.61
H 23.31 0.06 -11.67
C 18.44 -2.51 -13.05
C 19.13 -1.90 -14.24
C 18.66 -0.46 -14.59
O 19.87 0.36 -14.47
C 20.88 -0.42 -14.04
O 22.01 -0.02 -13.80
O 20.49 -1.75 -13.93
H 18.89 -2.14 -12.13
H 18.47 -3.60 -13.13
H 17.39 -2.22 -13.06
H 19.09 -2.52 -15.14
H 17.88 -0.33 -13.84
H 18.17 -0.42 -15.56
C 15.31 2.48 -13.23
O 14.53 1.98 -12.23
C 14.87 0.94 -11.47
O 15.96 0.40 -11.61
O 13.81 0.38 -10.78
C 14.18 -0.74 -9.92
H 15.81 1.65 -13.72
H 16.03 3.17 -12.78
H 14.65 2.90 -13.99
H 13.48 -0.86 -9.09
H 15.19 -0.52 -9.58
H 14.29 -1.62 -10.55
C 21.12 -4.04 -11.47
O 22.46 -4.35 -11.72
C 22.99 -5.52 -11.24
O 22.48 -6.32 -10.48
O 24.25 -5.72 -11.69
C 24.70 -5.06 -12.87
H 20.85 -3.15 -12.06
H 20.85 -3.87 -10.43
H 20.42 -4.82 -11.76
H 24.53 -5.58 -13.81
H 25.75 -4.79 -12.85
H 24.15 -4.12 -12.95
C 16.96 4.12 -9.68
O 16.68 2.97 -8.89
C 15.80 3.00 -7.89
O 15.31 3.96 -7.28
O 15.59 1.63 -7.61
C 14.83 1.20 -6.45
H 16.82 5.04 -9.12
H 16.29 4.13 -10.54
H 18.00 4.05 -10.00
H 15.43 0.61 -5.76
H 14.04 0.62 -6.92
H 14.45 2.04 -5.87
C 21.82 3.45 -9.14
O 22.08 3.06 -7.81
C 22.84 3.88 -7.06
O 23.39 4.95 -7.48
O 23.01 3.35 -5.86
C 23.68 4.00 -4.81
H 22.64 3.22 -9.82
H 21.50 4.49 -9.26
H 21.01 2.84 -9.55
H 23.79 5.08 -4.94
H 24.73 3.72 -4.79
H 23.38 3.70 -3.81
```

Calculated values
structure (SMILES) = C[C@H]1COC(=O)O1.C[C@H]1COC(=O)O1.C[C@H]1COC(=O)O1.COC(=O)OC.COC(=O)OC.COC(=O)OC.COC(=O)OC.O=C1OCCO1.O=C1OCCO1
maximum force = 5.15 eV Å⁻¹
total charge = 0
energy above the lowest of the compared OMol25 structures with the same formula, charge and spin = 44.9 kcal per mole
spin multiplicity = 1
energy = -87200.7889 eV
HOMO level = -10.057 eV

Results of the Löwdin charge analysis, in e, for atoms 1 through 8: number 1, C, carries -0.111; number 2, C, carries -0.043; number 3, O, carries 0.097; number 4, C, carries -0.540; number 5, O, carries 0.115; number 6, O, carries 0.031; number 7, H, carries 0.105; number 8, H, carries 0.111

# 5
The following is a DFT calculation (ωB97M-V with the def2-TZVPD basis set) of an isolated ion of composition C7H16P and charge +1 at a distorted geometry.

The geometry in XYZ format:
```
24
Properties=species:S:1:pos:R:3
C 1.08 -0.02 1.56
C -0.59 -0.18 1.87
C 0.96 0.05 0.04
C 1.40 1.30 -0.75
C 1.53 -1.16 -0.71
C -1.73 -1.50 -0.58
C -1.69 1.52 -0.49
P -0.92 0.00 0.10
H 1.43 0.88 1.95
H 1.49 -0.89 1.93
H -0.73 -1.17 2.17
H -1.12 0.52 2.60
H 0.67 1.19 -1.61
H 2.52 1.23 -1.08
H 1.36 2.12 -0.07
H 2.70 -1.16 -0.72
H 1.32 -0.91 -1.80
H 1.26 -2.13 -0.48
H -1.12 -1.91 -1.48
H -2.75 -1.28 -1.05
H -1.77 -2.22 0.21
H -1.64 1.69 -1.60
H -1.00 2.33 0.06
H -2.64 1.71 -0.08
```

Calculated values
maximum force = 4.53 eV Å⁻¹
total charge = +1
energy above the lowest of the compared OMol25 structures with the same formula, charge and spin = 0.0 kcal per mole
spin multiplicity = 1
energy = -16799.4551 eV
HOMO level = -14.601 eV

Results of the Löwdin charge analysis, in e, for atoms 1 through 8: number 1, C, carries -0.087; number 2, C, carries -0.162; number 3, C, carries -0.618; number 4, C, carries -0.073; number 5, C, carries -0.087; number 6, C, carries -0.164; number 7, C, carries -0.178; number 8, P, carries 0.969